ORCA calculation (wB97M-V/def2-TZVPD) on a structure of composition C29H68N3O9Sr at a distorted geometry.

Output
Orbital gap (alpha / beta) = 4.66 / 7.91 eV
Lowest unoccupied orbital energy (alpha / beta) = 0.07 / -0.13 eV
Net charge = 0
<S²> = 0.750
HOMO level (alpha / beta) = -4.59 / -8.04 eV
Multiplicity = 2

```
110
Properties=species:S:1:pos:R:3:forces:R:3:mulliken_charge:R:1
Sr -1.69007 2.14462 -4.55514 -0.2 -0.3 0.8 0.543
C -0.89479 0.49111 -0.54923 0.4 -0.9 -0.7 1.001
C -1.45382 0.76660 -1.91479 1.0 -1.0 0.4 0.271
O -1.06652 0.21926 -2.95657 2.5 -2.6 -2.0 -0.783
O -2.31479 1.59648 -2.06932 -3.5 3.9 0.8 -0.688
H -0.39547 -0.47780 -0.55233 -0.2 -0.2 0.2 -0.784
H -1.71541 0.51475 0.16779 0.5 0.3 0.2 0.093
H -0.05875 1.17723 -0.41375 -0.4 0.4 0.5 0.386
O -3.79667 -2.06943 -1.22596 0.1 -0.2 -0.1 -0.699
H -3.75648 -3.02482 -1.18292 -0.1 -0.3 0.1 0.322
H -2.93125 -1.80671 -1.53944 0.4 0.1 -0.2 0.234
O -1.42838 0.06579 -5.94030 -0.1 0.2 -0.1 -0.419
H -1.13209 -0.78506 -5.61705 0.2 -0.4 0.5 0.246
H -1.43282 -0.02769 -6.89291 -0.1 0.1 -0.4 0.239
O -4.65645 0.37592 -0.45328 -0.3 0.5 0.4 -0.700
H -4.38730 -0.50102 -0.72673 -0.2 -0.4 0.0 0.479
H -3.94906 0.94786 -0.75110 0.2 0.4 -0.3 0.193
O -3.21631 4.57015 -1.41617 0.0 0.4 -0.4 -0.617
H -2.63433 4.17558 -0.76668 0.2 -0.1 0.1 0.406
H -4.00078 4.02193 -1.39997 -0.2 -0.2 0.0 0.319
C -1.87372 2.98035 1.65172 0.6 0.9 0.6 -1.912
C -1.91392 3.73945 3.00468 -1.6 1.1 0.5 1.904
C -0.87722 3.20950 4.04010 0.8 -0.7 -0.9 -1.090
C -0.44585 4.10729 5.17744 -0.6 -0.8 -0.6 -0.975
C -0.12966 5.46594 4.61582 -1.2 0.4 0.6 -1.257
C -1.31716 6.13189 3.81150 2.6 0.3 -2.3 1.408
N -1.80717 5.21843 2.72954 3.0 -1.7 1.2 0.146
O -2.81724 5.70810 1.94599 -0.3 0.2 -0.1 -0.354
C -2.39471 6.68443 4.72008 -0.3 0.6 -0.3 -1.577
C -0.53877 7.29636 2.93620 -1.4 0.2 2.2 -1.719
C -3.26365 3.50075 3.71004 -0.8 -0.4 -0.2 -1.987
H -2.48373 3.42529 0.86558 -1.0 -0.3 0.8 -0.073
H -2.09578 1.93291 1.85587 0.1 0.0 -0.5 0.356
H -0.92098 3.17671 1.15997 0.6 -0.7 0.5 0.602
H -1.24132 2.31071 4.53780 -0.4 -0.2 -0.5 0.432
H 0.01866 2.86230 3.52535 0.2 0.2 -0.4 0.329
H 0.40543 3.61329 5.64581 0.3 0.3 0.0 0.402
H -1.22737 4.00980 5.93098 -0.2 0.9 0.2 0.369
H 0.77646 5.40116 4.01345 -0.1 0.1 -0.1 0.425
H 0.05258 6.10262 5.48158 0.3 0.5 -0.2 0.460
H -2.55538 6.15070 5.65679 0.1 -0.2 -0.1 0.333
H -2.19434 7.72629 4.97003 0.1 0.0 0.1 0.442
H -3.32953 6.71140 4.16020 -0.2 0.0 0.2 0.297
H 0.41996 7.04597 2.48206 -0.5 -0.8 -0.3 0.337
H -1.23818 7.80736 2.27452 0.1 -0.4 -0.3 0.377
H -0.24816 8.06602 3.65122 0.0 0.2 0.3 0.478
H -4.15388 3.64650 3.09821 0.1 -0.1 -0.5 0.450
H -3.46841 4.16462 4.54995 0.6 0.0 0.3 0.422
H -3.30150 2.46928 4.06039 -0.2 0.0 0.1 0.450
H -3.61691 5.62639 2.47084 -0.7 0.1 0.1 0.332
C 2.50056 -0.29497 1.38817 0.6 -0.9 -0.1 -1.779
C 2.05870 -1.57449 2.16904 -1.2 2.4 0.0 1.813
C 1.51755 -0.91758 3.48147 0.2 -1.3 1.6 -1.187
C 0.59065 -1.86370 4.31087 2.3 1.0 -1.9 -0.891
C -0.48228 -2.34311 3.35679 -0.7 -1.2 2.0 -1.360
C -0.01871 -3.17617 2.13837 0.3 1.0 -0.5 1.752
N 0.98218 -2.25098 1.44562 -2.1 -0.6 -0.2 0.464
O 1.40853 -2.86080 0.21070 0.3 0.2 0.9 -0.244
C 0.55807 -4.60926 2.54343 0.3 1.0 0.2 -1.681
C -1.26811 -3.36282 1.19432 0.7 0.7 0.7 -1.818
C 3.17335 -2.49217 2.45973 1.6 -0.6 -0.2 -1.960
H 3.14319 0.31582 2.02225 -0.2 0.0 0.3 0.507
H 1.62124 0.28709 1.11227 0.1 -0.1 -0.2 0.105
H 3.16110 -0.53244 0.55427 -0.4 -0.1 -0.5 0.387
H 2.40641 -0.76757 4.09426 0.3 0.0 0.0 0.479
H 1.09223 0.08589 3.49717 -0.3 0.0 -1.1 0.270
H 0.33432 -1.30109 5.20857 -0.7 -0.4 -0.1 0.474
H 1.26054 -2.67359 4.59970 -0.3 -0.4 0.3 0.275
H -1.17267 -1.52241 3.16212 0.1 0.0 -0.7 0.371
H -1.01991 -3.02590 4.01469 -0.8 -0.3 -0.4 0.531
H 1.61898 -4.61546 2.29335 -0.2 -0.4 -0.5 0.339
H 0.56440 -4.81493 3.61384 -0.3 0.5 0.3 0.356
H 0.02368 -5.47239 2.14655 0.1 0.3 -0.6 0.415
H -2.06915 -3.77341 1.80900 0.1 -0.8 -0.2 0.465
H -1.72928 -2.43193 0.86438 0.5 0.5 0.1 0.250
H -1.00385 -3.90432 0.28600 -0.2 -0.5 0.3 0.361
H 3.45852 -2.99584 1.53610 -0.3 -0.4 0.0 0.251
H 2.90522 -3.21547 3.22982 0.2 0.0 0.0 0.418
H 4.10022 -1.98163 2.72123 -0.1 0.2 0.5 0.484
H 1.08063 -2.23236 -0.43672 0.1 0.1 -0.3 0.277
C 0.00466 -3.81001 -3.09253 0.1 0.0 0.8 -1.638
C 1.33196 -3.65250 -3.81915 3.0 -1.5 -0.7 2.033
C 1.40471 -4.59355 -5.05261 -1.4 -0.2 -1.8 -1.531
C 2.51038 -4.44189 -6.09574 1.9 1.2 1.2 -0.768
C 2.58652 -2.96382 -6.41806 -0.4 0.1 -1.1 -1.377
C 2.63639 -1.99602 -5.21485 0.8 1.5 -0.6 1.230
N 1.57172 -2.25769 -4.24355 -1.9 -1.2 -1.4 0.516
O 1.41513 -1.36148 -3.17191 1.6 -0.2 0.2 -0.164
C 4.09634 -1.84656 -4.64044 -0.3 -0.5 0.4 -1.595
C 2.35390 -0.60728 -5.85904 -0.7 0.6 1.1 -1.737
C 2.55767 -4.13627 -2.99332 0.1 0.1 2.6 -1.956
H -0.17335 -2.98429 -2.40362 -0.1 0.4 -0.3 0.119
H 0.02585 -4.62691 -2.37119 0.2 -0.5 -0.4 0.450
H -0.85256 -3.93898 -3.75333 0.1 0.1 -0.1 0.364
H 1.21569 -5.65646 -4.90235 0.3 0.0 1.1 0.428
H 0.52112 -4.36511 -5.64858 -0.5 0.3 -0.2 0.451
H 2.51958 -5.15027 -6.92412 -0.9 0.3 -0.2 0.438
H 3.55002 -4.54389 -5.78456 0.0 -0.9 1.2 0.325
H 1.79430 -2.71171 -7.12299 -0.6 0.3 0.4 0.419
H 3.45230 -2.70944 -7.02947 0.4 -0.2 0.2 0.489
H 4.63150 -2.75903 -4.37755 -0.3 -0.4 -0.3 0.323
H 4.72001 -1.31954 -5.36251 -0.1 0.1 0.1 0.501
H 4.09828 -1.31595 -3.68831 -0.3 0.4 -0.2 0.271
H 2.19310 0.08398 -5.03174 0.2 0.2 0.1 0.345
H 3.12224 -0.15133 -6.48343 0.2 -0.5 0.0 0.415
H 1.41003 -0.56546 -6.40260 0.0 -0.4 -0.2 0.326
H 2.85871 -3.34314 -2.30891 0.1 0.3 0.0 0.392
H 3.49022 -4.53880 -3.38881 -0.3 0.5 -1.3 0.239
H 2.37005 -4.93932 -2.28056 -0.9 -0.2 0.0 0.527
H 0.48022 -1.14588 -3.13940 -0.5 0.6 -0.3 0.187
```
Positions in Å, forces in eV/Å.

ORCA calculation (wB97M-V/def2-TZVPD) on a cluster of 9 separate species, C9H36N18O9 in total at a distorted geometry.

Output
Orbital gap (alpha / beta) = 9.04 / 3.41 eV
Lowest unoccupied orbital energy (alpha / beta) = -2.63 / -8.26 eV
Net charge = +1
<S²> = 0.760
HOMO level (alpha / beta) = -11.68 / -11.68 eV
Multiplicity = 2
Energy relative to the best compared isomer or geometry (same formula, charge and spin) = 0.234 eV

```
72
Properties=species:S:1:pos:R:3:forces:R:3:mulliken_charge:R:1
C 1.41690 -1.69140 -3.94834 3.8 -2.4 -0.2 0.681
O 1.95096 -1.60733 -2.84083 -0.5 0.7 1.1 -0.824
N 0.19362 -1.38470 -4.20664 -3.5 2.1 1.0 -0.328
N 2.09005 -2.34265 -4.91745 0.4 0.0 -1.4 -0.493
H -0.26768 -1.12495 -5.06678 0.4 -0.3 0.0 0.227
H -0.14469 -0.96673 -3.35168 -1.0 0.3 -0.4 0.170
H 3.01822 -2.67946 -4.70496 -0.1 0.4 -0.1 0.248
H 1.85963 -2.06996 -5.86225 0.3 -0.5 0.0 0.197
C 0.65622 4.78686 2.11108 0.3 -0.6 -0.1 0.687
O 0.84828 3.57173 2.19798 -1.4 -0.5 0.5 -0.783
N -0.34792 5.52092 2.50976 -4.3 -1.0 2.2 -0.414
N 1.47051 5.59416 1.54547 4.6 2.6 -2.6 -0.297
H -1.10390 4.95277 2.86445 -0.3 0.7 0.8 0.192
H -0.42271 6.51244 2.33258 -0.2 -0.6 0.1 0.169
H 2.17221 5.28152 0.88974 0.5 -0.2 0.1 0.184
H 1.36807 6.58118 1.73364 0.4 -0.3 -0.5 0.137
C -1.56217 2.41098 4.84626 -0.7 2.0 1.5 0.664
O -1.55028 3.62318 4.71669 0.7 0.5 -0.8 -0.669
N -2.45274 1.83775 5.61991 -3.4 -1.3 1.8 -0.392
N -0.65976 1.52570 4.49245 2.8 -0.9 -2.3 -0.412
H -2.97460 2.41710 6.26187 -0.2 -0.3 -0.4 0.229
H -2.59291 0.83829 5.58072 0.0 0.4 0.6 0.130
H -0.96673 0.58188 4.30513 0.6 0.2 0.1 0.241
H 0.11473 1.95342 4.00531 0.1 -0.5 -0.5 0.195
C -1.11418 -4.09047 -2.95219 0.8 -1.0 -1.2 0.564
O -2.21699 -3.65704 -3.12720 -2.9 1.3 0.0 -0.687
N -0.35002 -3.70004 -1.94061 1.0 0.4 2.0 -0.145
N -0.56376 -4.97064 -3.81329 0.9 -0.8 -0.2 -0.387
H -0.73440 -2.98974 -1.33413 0.2 -0.1 -0.1 0.059
H 0.49130 -4.16436 -1.62966 -0.2 0.1 -0.3 0.133
H -1.03853 -5.19575 -4.67586 0.1 0.1 0.4 0.227
H 0.39644 -5.25237 -3.67638 -0.2 0.0 -0.3 0.180
C 2.81364 -4.18520 -0.52689 -0.1 -3.6 -2.2 0.732
O 3.25571 -4.67967 -1.57898 0.5 1.0 0.4 -0.681
N 2.64134 -4.91879 0.53174 1.1 -3.7 3.5 -0.416
N 2.12848 -3.11096 -0.43702 -1.3 4.7 -1.4 -0.339
H 3.12201 -5.80635 0.49584 -0.2 0.1 0.4 0.225
H 2.15746 -4.64069 1.37354 0.4 -0.1 -0.3 0.144
H 1.55528 -2.85012 0.35261 0.3 0.1 -0.5 0.142
H 2.02312 -2.77244 -1.38275 -0.5 1.5 0.1 0.349
C -0.09750 -0.01628 0.36435 -1.7 -0.9 -1.4 0.552
O -1.05582 -0.84742 0.17102 1.5 0.9 0.9 -0.845
N -0.08098 0.96603 1.25327 -1.4 -0.3 1.5 0.270
N 0.98848 0.05225 -0.38291 1.7 -0.7 -1.8 -0.023
H 0.73364 1.56018 1.31230 -1.0 0.2 0.4 0.246
H -0.91599 1.04793 1.81555 0.6 0.6 0.1 0.019
H 1.54445 0.89494 -0.35333 -0.1 0.0 0.1 0.191
H 1.18366 -0.49299 -1.21038 -0.4 -0.5 -0.1 -0.088
C 3.48513 2.84303 0.02629 -3.2 3.8 1.8 0.648
O 3.40362 4.04805 -0.22580 -0.1 0.4 -0.4 -0.784
N 4.35212 2.08012 -0.42932 6.6 -3.4 -3.9 -0.332
N 2.61216 2.26209 0.81234 -2.4 -1.3 1.5 -0.418
H 5.00381 2.56940 -1.02598 0.3 -0.4 0.0 0.276
H 4.60960 1.14215 -0.15723 -0.5 0.3 0.1 0.201
H 1.85298 2.86591 1.09367 0.0 0.2 0.9 -0.166
H 2.67697 1.32071 1.17249 0.4 0.3 0.0 0.334
C -2.26569 3.11096 -1.05943 0.3 -0.5 -2.1 0.738
O -2.44323 2.26117 -1.92493 -0.4 -0.7 0.6 -0.696
N -1.67506 4.23744 -1.33895 1.8 3.6 -2.6 -0.398
N -2.55608 3.08935 0.20785 -1.4 -2.2 2.9 -0.355
H -1.64581 4.42691 -2.33059 0.3 0.4 0.2 0.217
H -1.49634 4.98626 -0.68518 -0.1 -0.3 -0.3 0.137
H -2.86916 2.16409 0.46472 -0.3 0.6 1.0 0.181
H -2.56185 3.94794 0.73972 -0.2 -0.8 0.3 0.174
C -3.42191 -3.56840 0.94082 -4.5 -2.2 -0.6 0.908
O -2.79837 -3.69070 2.00065 2.1 -0.5 2.9 -0.277
N -4.54781 -4.22716 0.72541 -0.1 -0.8 0.7 -0.393
N -3.02702 -2.71217 0.12830 2.2 3.9 -2.2 -0.062
H -4.92822 -4.67878 1.54482 -0.4 -0.5 -0.6 0.242
H -4.92811 -4.25594 -0.20981 -0.3 -0.2 0.3 0.235
H -3.34561 -2.52221 -0.81112 0.1 -0.5 -0.5 0.209
H -2.46616 -2.00293 0.57831 1.2 1.0 -0.6 0.216
```
Positions in Å, forces in eV/Å.

no.,energy (hartree)
1,-2017.677832
2,-2027.218042